DFT (ωB97M-V with the def2-TZVPD basis set) results for a single C2H4N4O molecule at a distorted geometry.

Structure (XYZ):
```
11
C2H4N4O (ωB97M-V with the def2-TZVPD basis set)
N -0.1504 2.1408 -1.0743
N -0.2346 0.9117 -0.4259
C -0.8647 0.6721 0.6706
N -0.6184 -0.4728 1.1805
C 0.3369 -0.9989 0.3032
O 0.6861 -2.2828 0.4490
N 0.6414 -0.1437 -0.6816
H -0.3382 1.9051 -2.0864
H 0.8256 2.4538 -1.0828
H -1.3511 1.4459 1.2277
H 1.0753 -2.6342 -0.4838
```

The SMILES is Nn1cnc(O)n1. Its calculated total energy is -10145.058 eV. As for the energy above the lowest of the compared OMol25 structures with the same formula, charge and spin: 47.9 kcal/mol.


DFT (ωB97M-V with the def2-TZVPD basis set) results for 12 unconnected molecules or ions with the total composition C18H36N12O12 at a distorted geometry.

Structure (XYZ):
```
78
C18H36N12O12 (ωB97M-V with the def2-TZVPD basis set)
C 13.0457 15.1422 7.5557
N 12.2587 15.1513 8.8052
O 12.7918 14.7403 9.8540
O 11.1435 15.6341 8.7604
H 13.3790 16.1670 7.4967
H 12.5148 14.6688 6.7563
H 13.9260 14.5103 7.7747
C 14.1227 8.5984 9.9706
N 15.2698 8.3933 10.9081
O 15.6737 7.2647 11.0898
O 15.8232 9.4282 11.3540
H 13.6163 7.6325 10.0875
H 14.5616 8.5864 8.9911
H 13.5628 9.4944 10.2298
C 9.3729 11.2465 14.4303
N 9.5155 10.4959 13.1367
O 10.6213 10.5100 12.5740
O 8.5459 9.8851 12.7392
H 10.3302 11.3680 14.9135
H 8.6270 10.7609 15.0240
H 8.9112 12.1770 14.2564
C 9.6890 8.5487 8.6929
N 10.2836 7.1659 8.4969
O 9.7410 6.4698 7.6771
O 11.2886 6.8764 9.1081
H 10.5459 9.2294 8.8358
H 8.9769 8.5622 9.5400
H 9.2298 8.8053 7.7293
C 12.7365 14.6537 12.7344
N 12.4430 14.3265 14.0864
O 13.0591 14.8686 14.9582
O 11.6490 13.4183 14.3532
H 13.6374 14.1683 12.4792
H 12.9292 15.7075 12.7146
H 11.9500 14.4216 12.0514
C 5.6216 10.2968 11.8987
N 6.2872 9.9522 10.5730
O 7.3022 10.4710 10.2210
O 5.6929 9.0863 9.9288
H 5.8942 9.5808 12.6457
H 4.5339 10.1939 11.7382
H 6.0188 11.3581 11.9353
C 13.3742 12.0271 5.3070
C 13.4621 10.9354 6.3582
N 13.3698 10.0413 7.1102
H 12.9382 11.6045 4.4304
H 14.3005 12.4593 5.1550
H 12.8254 12.8872 5.7575
C 5.0021 10.1075 7.3432
C 4.7286 11.1837 8.2426
N 4.4250 12.0092 8.9887
H 4.1983 10.1328 6.5798
H 4.8086 9.1074 7.7528
H 5.9692 10.1624 6.8904
C 16.8041 10.6438 8.6584
C 16.1222 11.7890 7.9985
N 15.6325 12.7016 7.5060
H 17.7963 10.6803 8.2377
H 16.1985 9.8095 8.3686
H 16.7495 10.8639 9.7264
C 10.4477 11.8575 9.8869
C 10.9109 12.2419 8.5789
N 11.0419 12.6143 7.5136
H 9.5019 11.3994 9.7133
H 10.1778 12.7090 10.5702
H 11.1350 11.2698 10.3876
C 15.1080 11.5266 13.6037
C 14.0104 11.4246 12.6757
N 13.0762 11.5078 12.0400
H 16.0215 11.1742 13.1358
H 14.8014 10.8384 14.4099
H 15.1311 12.5370 13.9477
C 7.1219 14.7208 9.9950
C 7.6014 14.1212 11.3036
N 7.8930 13.5525 12.2382
H 6.5893 13.9623 9.5107
H 7.9183 15.2046 9.4688
H 6.4746 15.5192 10.3248
```

The SMILES is C[N+](=O)[O-].C[N+](=O)[O-].C[N+](=O)[O-].C[N+](=O)[O-].C[N+](=O)[O-].C[N+](=O)[O-].CC#N.CC#N.CC#N.CC#N.CC#N.CC#N. Its calculated total energy is -61681.562 eV.


DFT (ωB97M-V with the def2-TZVPD basis set) results for a single C20H27NO5 molecule.

Structure (XYZ):
```
53
C20H27NO5 (ωB97M-V with the def2-TZVPD basis set)
C 1.5430 -0.3484 -6.0346
C 1.6952 0.8503 -5.1070
C 1.1732 0.5371 -3.7074
C 1.3137 1.7445 -2.7685
C 0.8062 1.4477 -1.3884
C -0.4783 1.7330 -1.0614
C -1.0425 1.4622 0.2276
C -2.3681 1.6059 0.5146
C -2.9301 1.2426 1.7747
O -4.1273 1.1579 1.9946
C -1.9499 0.9732 2.9402
C -1.9926 2.1786 3.8825
O -2.4394 -0.1590 3.6800
C -2.2301 -1.3231 3.0857
O -1.6311 -1.4346 2.0391
C -2.7899 -2.4699 3.8893
C -1.9364 -2.6843 5.1398
C -0.4924 0.6920 2.5728
O 0.2858 0.2881 3.4145
C -0.0937 0.9848 1.1974
C 1.1813 0.7083 0.8139
N 1.6401 0.8739 -0.4469
C 2.9369 0.3044 -0.7480
C 2.9322 -1.2378 -0.6487
O 2.1276 -1.8645 -1.6137
C 0.8003 -2.1486 -1.2163
H 2.0870 -1.2041 -5.6412
H 0.4955 -0.6247 -6.1309
H 1.9299 -0.1184 -7.0243
H 2.7499 1.1309 -5.0487
H 1.1493 1.7022 -5.5192
H 1.7134 -0.3221 -3.3075
H 0.1180 0.2626 -3.7669
H 0.7217 2.5672 -3.1739
H 2.3522 2.0808 -2.7430
H -1.1211 2.1730 -1.8079
H -3.0630 1.9078 -0.2546
H -1.3514 1.9889 4.7404
H -3.0169 2.3245 4.2161
H -1.6499 3.0678 3.3583
H -3.8131 -2.2244 4.1750
H -2.7871 -3.3629 3.2639
H -1.9489 -1.7912 5.7588
H -2.3242 -3.5197 5.7177
H -0.9067 -2.8980 4.8627
H 1.8775 0.3222 1.5445
H 3.2441 0.5817 -1.7532
H 3.6721 0.6892 -0.0340
H 3.9554 -1.5816 -0.8339
H 2.6323 -1.5487 0.3596
H 0.7764 -2.6636 -0.2516
H 0.1800 -1.2509 -1.1469
H 0.3937 -2.8027 -1.9851
```

The SMILES is CCCCC1=CC2=CC(=O)[C@@](C)(OC(=O)CC)C(=O)C2=CN1CCOC. Its calculated total energy is -32905.716 eV. As for the energy above the lowest of the compared OMol25 structures with the same formula, charge and spin: 44.5 kcal/mol.


DFT (ωB97M-V with the def2-TZVPD basis set) results for 14 unconnected molecules or ions with the total composition C38H111N15O14 at a distorted geometry.

Structure (XYZ):
```
178
C38H111N15O14 (ωB97M-V with the def2-TZVPD basis set)
C 16.3200 11.3010 16.2714
C 14.7933 11.2075 16.3720
O 14.3410 12.5395 16.1276
H 16.7053 10.2768 16.3562
H 16.6435 11.9824 17.0852
H 16.6403 11.7337 15.3028
H 14.4813 10.7655 17.2931
H 14.3555 10.5230 15.6486
H 13.4146 12.5241 15.8809
C 11.8519 13.0036 10.2402
C 10.7853 14.0016 9.9089
O 10.3057 14.6133 11.1566
H 11.4443 12.2247 10.8096
H 12.5976 13.4112 10.8751
H 12.3141 12.5752 9.3423
H 9.9358 13.5699 9.3817
H 11.0927 14.8761 9.3329
H 9.9315 14.0072 11.8134
C 22.0535 12.6743 14.2406
C 21.3869 12.7593 12.8659
O 20.1777 13.5615 12.8546
H 22.0856 13.6980 14.7052
H 23.0518 12.2562 14.2630
H 21.4256 12.0420 14.8669
H 21.1760 11.7801 12.5432
H 22.1158 13.2082 12.1835
H 20.3243 14.4569 13.1428
C 12.5075 17.6824 10.7188
O 13.2648 18.4115 10.0917
N 11.2682 18.1345 11.3292
N 12.7199 16.3057 10.7880
H 10.5850 17.4138 11.5568
H 11.0050 19.0952 11.2642
H 12.0416 15.7873 11.3475
H 13.5569 15.7919 10.4623
C 16.4036 20.5171 11.8811
O 16.6587 20.7708 13.0544
N 15.2155 20.1723 11.3591
N 17.3964 20.4569 10.9725
H 15.1918 19.8364 10.4266
H 14.3951 20.0386 11.9308
H 17.3299 20.4603 10.0024
H 18.2497 20.4980 11.5015
C 21.1932 17.7979 16.1165
O 20.2260 17.0139 16.3004
N 21.1546 19.0191 15.5921
N 22.4923 17.2719 16.4524
H 21.9678 19.6067 15.6251
H 20.2156 19.3309 15.3428
H 23.2234 17.6595 15.8489
H 22.5350 16.3029 16.5730
C 12.6956 21.1308 14.3936
O 11.6727 21.7659 14.2407
N 12.9460 19.9934 13.5904
N 13.7748 21.4592 15.1810
H 12.1260 19.7795 13.0457
H 13.4861 19.2242 14.0391
H 14.6887 21.2362 14.8365
H 13.6311 22.4039 15.3953
C 13.2097 16.5069 14.4203
C 14.6417 16.6824 14.7600
C 15.5289 15.4959 14.3891
O 16.7415 15.8484 14.9812
C 17.4588 14.7410 15.4221
N 15.0846 17.9083 14.1019
H 12.8098 15.5565 14.9218
H 13.1395 16.1752 13.3576
H 12.5633 17.3596 14.7632
H 14.8109 16.8459 15.8511
H 15.6060 15.3084 13.2791
H 15.1405 14.6567 14.9124
H 17.6771 14.1361 14.5148
H 16.8814 14.1594 16.1206
H 18.3450 15.1393 15.8625
H 15.1342 17.9161 13.0431
H 16.0738 18.0798 14.3939
C 13.1181 9.0003 10.8506
C 13.9748 8.4500 12.0212
C 14.6780 9.5183 12.8263
O 15.4064 10.4188 11.9349
C 15.6035 11.7107 12.5156
N 13.1483 7.6833 12.9720
H 13.8001 9.7051 10.2537
H 12.2814 9.4999 11.3006
H 12.7514 8.2001 10.1896
H 14.6744 7.7564 11.5888
H 15.3457 9.1513 13.5833
H 13.8951 10.1455 13.4097
H 14.8544 11.9651 13.2986
H 15.4619 12.5029 11.7894
H 16.5861 11.7979 12.8375
H 13.7160 7.5083 13.8076
H 13.0038 6.7561 12.5863
C 18.0080 21.0781 16.8942
C 17.7748 19.6012 16.7782
C 16.3545 19.0965 17.1704
O 15.9753 19.5937 18.4508
C 14.6174 19.7342 18.5646
N 18.1164 19.2283 15.4308
H 19.1216 21.1977 16.8840
H 17.5943 21.3985 17.8721
H 17.5549 21.7030 16.0632
H 18.4473 19.0833 17.4280
H 16.4021 18.0147 17.1093
H 15.6047 19.4734 16.4502
H 14.3916 20.2027 19.5413
H 14.0940 18.7750 18.5732
H 14.1963 20.3921 17.7583
H 18.4232 18.2455 15.2584
H 17.6594 19.6115 14.6112
C 15.5907 16.0593 19.4130
C 15.1267 14.7297 19.9532
C 13.6974 14.7049 20.3180
O 13.6189 15.5131 21.4775
C 12.3017 15.6377 21.9245
N 15.4606 13.5935 19.1121
H 15.2394 16.8746 20.0400
H 15.2346 16.2087 18.3886
H 16.6549 16.2003 19.2883
H 15.6461 14.5543 20.8834
H 13.3622 13.6267 20.4092
H 13.0300 15.1396 19.5407
H 11.9589 14.7388 22.5223
H 11.4940 15.7385 21.1573
H 12.2663 16.5496 22.5011
H 15.0275 13.5446 18.2023
H 16.4615 13.5402 18.8676
C 17.4025 16.4385 10.5636
C 16.8319 15.9862 9.2564
C 17.0686 14.4612 8.9581
O 18.4392 14.1583 9.1544
C 18.8614 12.8506 9.3605
N 15.3711 16.1400 9.0439
H 18.5022 16.4222 10.5504
H 17.1763 15.7688 11.4016
H 17.1221 17.4986 10.7468
H 17.3849 16.6264 8.5006
H 16.7250 14.2189 7.9951
H 16.4728 13.9128 9.7605
H 18.3457 12.3956 10.2854
H 19.9111 12.9148 9.5424
H 18.6486 12.1910 8.5012
H 15.1406 15.9184 8.0847
H 15.0327 17.0895 9.2978
C 11.8307 17.1945 18.0429
C 10.7848 17.8985 17.1797
C 9.4236 17.4635 17.6759
O 9.2030 16.0783 17.2367
C 8.0108 15.6679 18.0332
N 10.9599 19.3500 17.3163
H 11.5723 16.1681 18.2823
H 11.8958 17.7230 18.9875
H 12.8540 17.2209 17.6125
H 10.8599 17.5137 16.1097
H 8.6544 18.0880 17.2505
H 9.4353 17.5666 18.7880
H 8.2810 15.8061 19.0584
H 7.8229 14.6776 17.7163
H 7.2231 16.3384 17.7528
H 10.3031 19.8653 16.7682
H 11.8944 19.6096 17.0251
C 9.3542 12.7306 15.6369
C 10.7173 13.2940 15.9335
C 11.1133 13.0578 17.3904
O 11.4040 11.7185 17.4995
C 11.9553 11.3079 18.7757
N 11.6568 12.5017 15.0112
H 9.0620 12.8582 14.6206
H 8.6897 13.3559 16.2616
H 9.3708 11.6314 15.9441
H 10.8373 14.2903 15.6323
H 10.3136 13.3591 18.0632
H 12.0013 13.6774 17.5928
H 12.1184 10.2007 18.7037
H 11.2910 11.6088 19.5433
H 12.8979 11.8445 18.9735
H 11.3379 12.5665 14.0991
H 11.3983 11.5272 15.1203
```

Its calculated total energy is -92221.107 eV. As for the energy above the lowest of the compared OMol25 structures with the same formula, charge and spin: 20.9 kcal/mol.


DFT (ωB97M-V with the def2-TZVPD basis set) results for 14 unconnected molecules or ions with the total composition CH30O14 at a distorted geometry.

Structure (XYZ):
```
45
CH30O14 (ωB97M-V with the def2-TZVPD basis set)
C -0.9508 -0.6607 -1.2308
O -1.1138 0.7517 -1.1663
H -0.3713 -0.7694 -2.2162
H -0.1105 -0.7436 -0.5516
H -1.8526 -1.2751 -0.9464
H -2.0288 1.1236 -1.2608
H 0.4809 2.4665 -1.8203
H 0.3360 4.1050 -2.1239
O 0.7708 3.3794 -1.6359
H -0.5455 3.9141 1.5185
H 0.3011 3.7177 2.6680
O -0.6150 3.5659 2.4240
H -0.9294 -1.6634 2.9838
H -0.7092 -0.7319 1.8073
O -1.0215 -1.6246 2.0420
H -4.4068 -1.5223 -0.1901
H -3.7212 -0.3866 0.5445
O -4.1983 -0.6014 -0.2591
H 1.4637 -3.5453 0.6286
H 0.5460 -2.9658 1.7268
O 1.3539 -3.5014 1.5879
H -3.5256 1.0552 2.6602
H -1.9476 0.9638 2.1491
O -2.9248 0.7689 1.9993
H -3.7154 1.7870 -0.2769
H -3.8332 1.8035 -1.7677
O -3.3479 2.2677 -1.0450
H 2.3255 1.6144 -0.2690
H 2.5893 0.4359 0.5213
O 3.0558 1.0040 -0.0884
H 3.5654 -2.6965 -1.0154
H 2.7318 -1.3837 -1.2152
O 2.7075 -2.2935 -0.8889
H 2.0981 0.9127 -2.7328
H 2.5493 2.3598 -2.7481
O 2.0982 1.6952 -3.2762
H -0.9665 1.0114 0.4746
H -0.4986 2.2083 1.2436
O -0.3990 1.2336 1.2845
H 2.9857 -2.5867 1.8629
H 3.3098 -1.6356 0.8343
O 3.4764 -1.7325 1.7282
H 1.5564 -3.5806 -1.4543
H 0.4545 -4.0057 -2.3105
O 1.0856 -4.3875 -1.6616
```

Its calculated total energy is -30188.366 eV. As for the energy above the lowest of the compared OMol25 structures with the same formula, charge and spin: 23.2 kcal/mol.


DFT (ωB97M-V with the def2-TZVPD basis set) results for 2 unconnected molecules or ions with the total composition C5H14 at a distorted geometry.

Structure (XYZ):
```
19
C5H14 (ωB97M-V with the def2-TZVPD basis set)
C 1.2102 0.7407 -2.7494
C 1.3749 0.5198 -1.2543
C 1.3452 1.8236 -0.4110
H 1.8721 1.4733 -3.1774
H 0.2157 1.1932 -2.9312
H 1.3929 -0.2158 -3.2692
H 0.6804 -0.2414 -0.8451
H 2.3291 -0.0793 -1.0376
H 2.1593 2.4978 -0.6722
H 0.4103 2.3901 -0.4610
H 1.3887 1.6300 0.6531
C -2.5405 -1.5727 2.1402
C -1.0794 -1.3307 1.9163
H -2.6957 -2.6581 2.1736
H -2.9732 -1.1991 3.0634
H -3.1177 -1.1389 1.3595
H -0.4922 -2.1384 2.3223
H -0.6224 -0.4186 2.3516
H -0.8579 -1.2755 0.8282
```

The SMILES is CCC.CC. Its calculated total energy is -5411.617 eV. As for the energy above the lowest of the compared OMol25 structures with the same formula, charge and spin: 10.0 kcal/mol.